Below is an isolated molecule of C5H9NO2 at a distorted geometry, with properties calculated with the ωB97M-V functional and the def2-TZVPD basis.

Each line ends with the Löwdin charge.
Geometry (Å):
O 1.94 1.22 0.88  0.1208
C 0.83 0.79 0.94  -0.5322
O -0.09 1.39 1.65  0.1509
C 0.42 -0.53 0.30  -0.2396
C 0.69 -0.54 -1.23  -0.0916
C -0.72 -0.76 -1.96  -0.1368
C -1.73 -0.53 -0.82  -0.1969
N -1.00 -0.82 0.43  -0.0490
H -0.82 0.81 1.75  0.0751
H 0.94 -1.38 0.80  0.1627
H 1.22 0.35 -1.61  0.1149
H 1.38 -1.34 -1.44  0.0931
H -0.83 -1.75 -2.31  0.0808
H -0.87 0.01 -2.72  0.1042
H -2.05 0.47 -0.94  0.0949
H -2.53 -1.23 -1.03  0.1152
H -1.23 -1.74 0.83  0.1335

Computed properties:
HOMO-LUMO gap, eV: 10.1
HOMO level, eV: -9.4
Largest force on an atom, eV/Å: 2.93
Relative energy (zero: lowest compared OMol25 entry of this formula, charge and spin), kcal/mol: 13.9
LUMO, eV: 0.64
2S+1: 1
SMILES: O=C(O)[C@@H]1CCCN1


Below is an isolated molecule of C5H9NO2, with properties calculated with the ωB97M-V functional and the def2-TZVPD basis.

Each line ends with the Löwdin charge.
Geometry (Å):
O 1.40 -3.13 0.79  0.0704
C 0.41 -2.60 0.37  -0.2725
C 0.38 -1.29 -0.38  -0.1663
C -0.79 -0.41 0.02  -0.2050
C -0.78 0.92 -0.76  -0.1876
N 0.31 1.79 -0.34  0.0173
C 0.52 2.19 0.94  -0.3757
O 1.54 2.74 1.30  0.0174
H -0.61 -3.03 0.52  0.1262
H 1.32 -0.78 -0.20  0.1206
H 0.38 -1.49 -1.45  0.1239
H -1.78 -0.86 -0.08  0.1143
H -0.74 -0.21 1.10  0.1073
H -1.72 1.46 -0.72  0.1155
H -0.57 0.65 -1.80  0.1166
H 1.05 2.07 -0.95  0.1427
H -0.30 1.96 1.64  0.1349

Computed properties:
HOMO-LUMO gap, eV: 10.7
HOMO level, eV: -9.9
Largest force on an atom, eV/Å: 0.87
Relative energy (zero: lowest compared OMol25 entry of this formula, charge and spin), kcal/mol: 20.8
LUMO, eV: 0.77
2S+1: 1
SMILES: O=CCCCNC=O


Below is an isolated molecule of C5H9NO2 at a distorted geometry, with properties calculated with the ωB97M-V functional and the def2-TZVPD basis.

Each line ends with the Löwdin charge.
Geometry (Å):
C -1.87 -2.32 0.50  -0.0651
N -0.93 -1.58 0.09  -0.0353
C -0.51 -0.52 1.01  -0.2669
C 0.88 0.09 0.68  -0.1470
C 1.01 0.34 -0.89  -0.1116
C 0.53 1.70 -1.12  -0.5627
O -0.62 1.98 -1.28  0.1274
O 1.53 2.61 -1.20  0.0987
H -2.53 -1.98 1.40  0.1116
H -2.30 -3.02 -0.15  0.0425
H -1.23 0.31 1.07  0.1164
H -0.54 -0.99 2.03  0.1128
H 0.97 1.15 1.10  0.1241
H 1.61 -0.69 1.15  0.1368
H 0.52 -0.56 -1.34  0.1195
H 1.99 0.18 -1.22  0.0872
H 1.50 3.31 -1.83  0.1114

Computed properties:
HOMO-LUMO gap, eV: 10.7
HOMO level, eV: -9.9
Largest force on an atom, eV/Å: 3.59
Relative energy (zero: lowest compared OMol25 entry of this formula, charge and spin), kcal/mol: 49.3
LUMO, eV: 0.82
2S+1: 1
SMILES: C=NCCCC(=O)O


Below is an isolated molecule of C5H9NO2 at a distorted geometry, with properties calculated with the ωB97M-V functional and the def2-TZVPD basis.

Each line ends with the Löwdin charge.
Geometry (Å):
C -2.13 0.50 0.57  -0.0019
C -0.93 0.03 1.31  -0.5257
O -1.08 -0.45 2.45  0.0173
N 0.34 0.01 0.84  0.0706
C 0.65 0.38 -0.57  -0.2958
C 2.06 1.03 -0.47  -0.0361
C 0.66 -0.88 -1.47  -0.2238
O 0.38 -0.86 -2.63  0.0731
H -2.95 -0.16 0.89  0.1018
H -2.01 0.63 -0.52  0.0704
H -2.54 1.49 0.83  0.0929
H 0.90 -0.67 1.34  0.1489
H -0.13 1.03 -1.01  0.1359
H 2.35 1.22 0.54  0.0691
H 2.76 0.48 -1.16  0.0944
H 2.03 2.01 -0.99  0.0816
H 0.92 -1.82 -0.97  0.1273

Computed properties:
HOMO-LUMO gap, eV: 10.3
HOMO level, eV: -9.7
Largest force on an atom, eV/Å: 3.30
Relative energy (zero: lowest compared OMol25 entry of this formula, charge and spin), kcal/mol: 29.1
LUMO, eV: 0.68
2S+1: 1
SMILES: CC(=O)N[C@@H](C)C=O


Below is an isolated molecule of C5H9NO2 at a distorted geometry, with properties calculated with the ωB97M-V functional and the def2-TZVPD basis.

Each line ends with the Löwdin charge.
Geometry (Å):
O -2.94 0.64 -0.08  0.0802
C -2.02 -0.14 0.02  -0.4789
O -1.95 -1.29 -0.61  0.1077
C -0.62 0.14 0.80  -0.2424
C 0.09 1.30 0.16  -0.1559
C 1.00 0.64 -0.85  -0.1587
C 1.52 -0.64 -0.13  -0.1664
N 0.24 -0.96 0.53  -0.1060
H -0.98 -1.49 -0.52  0.0804
H -0.77 0.14 1.85  0.1392
H -0.71 1.95 -0.33  0.1397
H 0.57 1.90 0.97  0.1342
H 1.74 1.30 -1.32  0.1108
H 0.30 0.30 -1.66  0.1296
H 1.75 -1.56 -0.60  0.0948
H 2.37 -0.44 0.67  0.1410
H 0.42 -1.79 1.11  0.1507

Computed properties:
HOMO-LUMO gap, eV: 9.8
HOMO level, eV: -9.1
Largest force on an atom, eV/Å: 3.30
Relative energy (zero: lowest compared OMol25 entry of this formula, charge and spin), kcal/mol: 25.7
LUMO, eV: 0.64
2S+1: 1
SMILES: O=C(O)[C@@H]1CCCN1


Below is an isolated molecule of C5H9NO2 at a distorted geometry, with properties calculated with the ωB97M-V functional and the def2-TZVPD basis.

Each line ends with the Löwdin charge.
Geometry (Å):
C 2.30 0.43 1.00  -0.0319
C 1.03 -0.34 0.95  -0.2017
O -0.09 0.22 1.46  0.0043
C -0.56 -0.13 0.19  -0.2862
C -1.68 -1.13 0.22  -0.0155
C -0.40 0.87 -0.87  -0.4894
N -1.08 0.62 -2.04  0.1613
O 0.32 1.86 -0.78  0.0374
H 3.14 -0.19 0.70  0.0813
H 2.46 0.82 2.00  0.0934
H 2.24 1.29 0.33  0.0753
H 1.10 -1.42 0.87  0.1275
H -1.95 -1.36 1.26  0.0925
H -2.59 -0.77 -0.26  0.0770
H -1.39 -2.08 -0.25  0.0878
H -1.05 1.35 -2.73  0.1076
H -1.82 -0.05 -2.09  0.0791

Computed properties:
HOMO-LUMO gap, eV: 9.5
HOMO level, eV: -8.7
Largest force on an atom, eV/Å: 2.35
Relative energy (zero: lowest compared OMol25 entry of this formula, charge and spin), kcal/mol: 51.9
LUMO, eV: 0.85
2S+1: 1
SMILES: C[C@H]1O[C@@]1(C)C(N)=O


Below is an isolated molecule of C5H9NO2 at a distorted geometry, with properties calculated with the ωB97M-V functional and the def2-TZVPD basis.

Each line ends with the Löwdin charge.
Geometry (Å):
C -0.28 1.17 -1.17  -0.2100
C 0.22 1.15 0.22  -0.1186
C 0.63 0.22 -1.97  -0.3029
C 0.14 -0.30 0.65  -0.2892
C -0.28 -2.01 2.23  -0.0255
N 0.47 -1.13 -1.65  -0.0226
O 0.21 -1.23 -0.28  -0.0390
O -0.42 -0.60 1.84  -0.0600
H -1.27 0.91 -1.26  0.0868
H -0.22 2.25 -1.47  0.1354
H 1.24 1.65 0.14  0.1458
H -0.43 1.71 0.95  0.1389
H 0.53 0.35 -3.10  0.1378
H 1.60 0.64 -1.73  0.0899
H -0.41 -1.83 3.36  0.1211
H 0.68 -2.47 1.87  0.1027
H -1.18 -2.56 1.80  0.1092

Computed properties:
HOMO-LUMO gap (alpha / beta), eV: 7.7 / 7.5
HOMO level (alpha / beta), eV: -7.1 / -6.9
Largest force on an atom, eV/Å: 3.36
Relative energy (zero: lowest compared OMol25 entry of this formula, charge and spin), kcal/mol: 129.8
LUMO (alpha / beta), eV: 0.63 / 0.59
2S+1: 1


Below is an isolated molecule of C5H9NO2S2 at a distorted geometry, with properties calculated with the ωB97M-V functional and the def2-TZVPD basis.

Each line ends with the Löwdin charge.
Geometry (Å):
C 2.14 -0.08 -0.63  -0.5237
C -1.82 0.46 -1.08  -0.4164
C -0.49 -0.28 -0.52  -0.2641
C 0.89 0.26 -0.02  -0.2185
C -0.83 -1.31 0.63  -0.1040
N 1.04 1.10 1.00  0.1491
O 2.24 -0.83 -1.64  0.0193
O 3.24 0.31 -0.04  0.1021
S -2.57 1.76 0.08  0.3538
S -3.13 0.89 1.80  0.1203
H -1.63 0.84 -2.07  0.0573
H -2.55 -0.22 -1.46  0.0660
H -0.23 -0.93 -1.37  0.1214
H -1.77 -1.76 0.73  0.0466
H -0.63 -0.89 1.55  0.0097
H -0.05 -2.12 0.71  0.1082
H 0.18 1.44 1.50  0.1228
H 4.02 0.03 -0.54  0.1399
H 1.95 1.32 1.36  0.1103

Computed properties:
HOMO-LUMO gap (alpha / beta), eV: 9.1 / 5.1
HOMO level (alpha / beta), eV: -8.9 / -7.1
Largest force on an atom, eV/Å: 5.03
Relative energy (zero: lowest compared OMol25 entry of this formula, charge and spin), kcal/mol: 40.7
LUMO (alpha / beta), eV: 0.14 / -1.95
2S+1: 1


Below is a structure of composition C5H9NO3 at a distorted geometry, with properties calculated with the ωB97M-V functional and the def2-TZVPD basis.

Each line ends with the Löwdin charge.
Geometry (Å):
C -0.45 0.62 0.56  -0.4384
C -0.08 -0.68 0.11  -0.1826
C -0.96 0.16 -0.78  0.0420
C 2.06 1.02 -0.98  -0.1128
C 0.07 -2.12 0.37  -0.0091
N 1.48 0.39 0.18  0.0022
O 0.61 1.41 0.88  0.0083
O -1.53 0.25 1.67  -0.0901
O -2.84 0.75 1.38  -0.0480
H -2.81 1.66 1.71  0.0965
H -2.01 -0.08 -0.82  0.1158
H -0.57 0.54 -1.72  0.0970
H 2.66 1.88 -0.68  0.0887
H 2.71 0.26 -1.44  0.0881
H 1.33 1.37 -1.72  0.0697
H 0.66 -2.28 1.28  0.0886
H -0.91 -2.58 0.49  0.0959
H 0.57 -2.59 -0.47  0.0882

Computed properties:
HOMO-LUMO gap, eV: 9.6
HOMO level, eV: -8.7
Largest force on an atom, eV/Å: 5.68
Relative energy (zero: lowest compared OMol25 entry of this formula, charge and spin), kcal/mol: 229.3
LUMO, eV: 0.85
2S+1: 1


Below is an isolated molecule of C5H9NO3 at a distorted geometry, with properties calculated with the ωB97M-V functional and the def2-TZVPD basis.

Each line ends with the Löwdin charge.
Geometry (Å):
C 1.00 -2.07 0.47  -0.0628
N 0.73 -0.92 1.31  0.0453
C -0.42 -0.20 1.40  -0.5903
O -0.58 0.65 2.27  0.0801
O -1.38 -0.50 0.50  0.0119
C -1.15 -0.11 -0.85  -0.1157
C -0.04 0.89 -1.20  -0.3957
C -0.15 2.28 -0.63  -0.0024
O 0.91 0.57 -1.91  0.0726
H 0.07 -2.55 0.16  0.0937
H 1.56 -1.73 -0.40  0.0813
H 1.61 -2.77 1.04  0.0891
H 1.42 -0.66 2.00  0.1515
H -0.97 -1.03 -1.43  0.1250
H -2.08 0.31 -1.23  0.1379
H 0.46 2.35 0.27  0.0957
H 0.20 3.00 -1.37  0.0916
H -1.19 2.51 -0.39  0.0913

Computed properties:
HOMO-LUMO gap, eV: 10.5
HOMO level, eV: -9.9
Largest force on an atom, eV/Å: 2.10
Relative energy (zero: lowest compared OMol25 entry of this formula, charge and spin), kcal/mol: 34.4
LUMO, eV: 0.62
2S+1: 1
SMILES: CNC(=O)OCC(C)=O


Below is an isolated molecule of C5H9NO3 at a distorted geometry, with properties calculated with the ωB97M-V functional and the def2-TZVPD basis.

Each line ends with the Löwdin charge.
Geometry (Å):
C 1.31 -0.41 -2.10  0.0207
C 0.31 -0.47 -1.27  -0.0415
C -0.84 -0.38 -0.64  -0.2393
N -1.99 -1.17 -0.90  0.0999
C -0.75 0.14 0.78  -0.5546
O -1.59 -0.51 1.65  0.0844
O -0.98 1.48 0.81  0.0920
O 0.72 -0.20 1.13  -0.1483
C 1.70 0.81 1.09  -0.1304
H 1.36 0.34 -2.88  0.0595
H 2.09 -1.16 -2.11  0.0578
H -2.16 -1.28 -1.89  0.0922
H -2.82 -0.82 -0.46  0.0854
H -1.19 -1.38 1.82  0.1374
H -1.19 1.74 1.72  0.1305
H 1.59 1.48 0.24  0.0807
H 1.71 1.43 2.00  0.0788
H 2.71 0.37 1.00  0.0947

Computed properties:
HOMO-LUMO gap, eV: 8.9
HOMO level, eV: -8.1
Largest force on an atom, eV/Å: 2.62
Relative energy (zero: lowest compared OMol25 entry of this formula, charge and spin), kcal/mol: 90.0
LUMO, eV: 0.75
2S+1: 1
SMILES: C=C=C(N)C(O)(O)OC


Below is a cluster of 2 separate species, C5H9NO3 in total at a distorted geometry, with properties calculated with the ωB97M-V functional and the def2-TZVPD basis.

Each line ends with the Löwdin charge.
Geometry (Å):
C -1.82 0.88 -1.45  -0.0480
C -0.98 0.09 -0.47  -0.2801
C 0.24 -0.64 -1.06  -0.1408
N 1.22 -0.66 0.03  0.0073
C 1.04 0.42 0.93  -0.3947
O 1.95 1.15 1.32  0.0877
C -0.40 0.90 0.67  -0.2691
O -0.95 1.76 1.32  0.1549
H -1.24 1.70 -1.89  0.0923
H -2.16 0.22 -2.27  0.0847
H -2.70 1.30 -0.95  0.0881
H -1.61 -0.67 0.04  0.1670
H 0.01 -1.66 -1.39  0.1241
H 0.65 -0.08 -1.91  0.1283
H 2.18 -0.92 -0.20  0.1475
O 1.20 -1.22 2.67  -0.1377
H 1.33 -1.69 1.63  0.1580
H 2.05 -0.89 2.97  0.0306

Computed properties:
HOMO-LUMO gap, eV: 9.5
HOMO level, eV: -9.5
Largest force on an atom, eV/Å: 5.09
Relative energy (zero: lowest compared OMol25 entry of this formula, charge and spin), kcal/mol: 52.6
LUMO, eV: -0.06
2S+1: 1
SMILES: C[C@H]1CNC(=O)C1=O.O


E_tot values, unit eV, following the record order: -10915.972; -10915.673; -10914.436; -10915.312; -10915.461; -10914.325; -10910.947; -32584.397; -12954.763; -12963.214; -12960.804; -12962.426.